(1)
# C29H52P2RuSi

C29H52P2RuSi as an isolated structure in a non-equilibrium geometry (ωB97M-V with the def2-TZVPD basis set, OMol25).

E_LUMO (alpha / beta) ... -0.112 / -0.197 Eh
Total energy ... -59939.1517 eV
HOMO (alpha / beta) ... -10.011 / -10.360 eV
Orbital gap (alpha / beta) ... 6.96 / 4.99 eV

The geometry in ORCA input format:
```
! wB97M-V def2-TZVPD RIJCOSX def2/J DEFGRID3
* xyz 1 6
Ru -1.517 1.299 0.523
C 0.389 1.029 2.734
C 1.414 1.546 1.957
C -0.463 2.851 1.416
C -0.867 1.729 2.386
C 0.953 2.623 1.156
C 0.513 0.075 3.870
H 1.468 -0.462 3.856
H -0.267 -0.694 3.829
H 0.487 0.605 4.839
C -1.824 1.965 3.534
H -2.522 1.127 3.576
H -2.326 2.927 3.426
H -1.220 1.976 4.450
C -1.087 4.221 1.571
H -1.024 4.592 2.615
H -2.127 4.131 1.233
H -0.611 4.975 0.924
C 1.907 3.511 0.445
H 2.570 4.024 1.155
H 1.381 4.248 -0.149
H 2.548 2.931 -0.228
C 2.833 1.139 2.195
H 3.217 1.520 3.151
H 3.512 1.495 1.421
H 2.916 0.046 2.240
C 1.417 -2.671 -0.245
C 2.673 -2.945 0.128
C 3.914 -2.435 -0.569
C 3.712 -2.168 -2.095
C 3.478 -0.760 -2.531
C 2.703 0.139 -1.924
C 1.899 -0.133 -0.678
C 0.917 -1.313 -0.717
H 4.704 -3.203 -0.395
H 2.949 -2.860 -2.517
H 4.287 -1.532 -0.049
H 0.620 -1.412 -1.767
H 0.620 -3.429 -0.210
H 2.874 -3.632 0.974
H -0.008 -1.021 -0.179
H 2.546 -0.246 0.188
H 2.523 1.141 -2.314
H 1.294 0.773 -0.472
H 4.646 -2.482 -2.583
H 4.064 -0.417 -3.383
P -1.111 -0.996 -3.174
P -0.809 1.935 -2.952
C -0.910 -0.128 -4.843
C -1.417 1.279 -4.654
H -1.503 -0.688 -5.579
H 0.150 -0.137 -5.147
H -1.012 1.942 -5.432
H -2.517 1.313 -4.653
C -1.566 3.576 -3.415
H -1.112 4.399 -2.839
H -2.643 3.481 -3.199
H -1.419 3.742 -4.500
C 0.861 2.268 -3.720
H 0.758 2.594 -4.762
H 1.450 1.345 -3.732
H 1.378 3.048 -3.154
C -2.716 -1.819 -3.519
H -2.912 -2.492 -2.678
H -2.656 -2.400 -4.447
H -3.512 -1.070 -3.580
C 0.014 -2.348 -3.794
H 1.031 -1.954 -3.937
H -0.368 -2.707 -4.758
H 0.039 -3.178 -3.083
C -1.137 -3.599 3.816
Si -2.544 -2.316 3.766
C -4.244 -3.036 3.436
C -2.703 -1.344 5.383
C -2.336 -1.120 2.371
C -2.098 -0.180 1.527
H -1.139 -4.231 4.716
H -0.169 -3.086 3.751
H -1.197 -4.251 2.934
H -4.661 -3.742 4.169
H -4.882 -2.147 3.361
H -4.214 -3.504 2.445
H -1.811 -0.740 5.575
H -3.523 -0.639 5.206
H -2.923 -1.893 6.309
*
```

Atom charges from the Löwdin analysis, given in e for atoms 1 to 5: Ru 1.27; C -0.18; C -0.20; C -0.38; C -0.43

=====

(2)
# C2H10OSi2

A 2-piece molecular cluster, C2H10OSi2 overall in a non-equilibrium geometry (ωB97M-V with the def2-TZVPD basis set, OMol25).

E_LUMO (alpha / beta) ... -0.021 / -0.007 Eh
ΔE to the lowest compared entry with this formula, charge and spin ... 199.3 kJ/mol
Total energy ... -20036.6947 eV
HOMO (alpha / beta) ... -7.041 / -7.606 eV
Orbital gap (alpha / beta) ... 6.48 / 7.42 eV

The geometry in ORCA input format:
```
! wB97M-V def2-TZVPD RIJCOSX def2/J DEFGRID3
* xyz 0 1
C -0.671 -0.694 1.725
C -0.566 2.062 0.222
O -2.555 -0.019 -0.254
Si 2.547 -1.600 -1.886
Si -0.961 0.202 0.069
H -0.002 -0.113 2.352
H -1.609 -0.823 2.259
H -0.227 -1.673 1.590
H -0.671 2.589 -0.723
H -1.224 2.542 0.945
H 0.454 2.206 0.563
H -3.068 0.576 -0.794
H 2.387 -3.023 -1.639
H 2.541 -1.253 -3.298
H 3.624 -0.980 -1.130
*
```

Atom charges from the Löwdin analysis, given in e for atoms 1 to 5: C -0.22; C -0.23; O -0.22; Si 0.57; Si 0.55

=====

(3)
# C22H44Br4NiO10S4

C22H44Br4NiO10S4 as an isolated structure in a non-equilibrium geometry (ωB97M-V with the def2-TZVPD basis set, OMol25).

E_LUMO (alpha / beta) ... -0.072 / -0.070 Eh
ΔE to the lowest compared entry with this formula, charge and spin ... 976.5 kJ/mol
Total energy ... -408542.8805 eV
HOMO (alpha / beta) ... -7.566 / -5.766 eV
Orbital gap (alpha / beta) ... 5.60 / 3.87 eV

The geometry in ORCA input format:
```
! wB97M-V def2-TZVPD RIJCOSX def2/J DEFGRID3
* xyz 0 3
Ni -0.956 0.684 -2.289
O 1.289 -1.177 -0.468
C 2.709 -1.146 -0.673
C 3.329 -0.350 -1.985
O 2.357 0.184 -2.904
H 3.166 -2.124 -0.829
H 3.072 -0.853 0.312
H 3.821 -1.162 -2.522
H 4.103 0.381 -1.755
C -0.301 6.950 -4.761
C -1.631 7.660 -4.721
C -2.690 6.851 -5.383
S -1.948 5.262 -5.866
O -2.375 4.898 -7.241
O -1.944 4.334 -4.749
C -0.270 6.038 -5.940
H -0.202 6.400 -3.825
H 0.506 7.675 -4.869
H -1.574 8.638 -5.198
H -1.830 7.845 -3.666
H -3.071 7.303 -6.299
H -3.616 6.617 -4.856
H -0.376 6.488 -6.927
H 0.523 5.292 -5.990
C -6.719 -0.519 4.075
C -5.407 -1.142 4.533
C -4.783 -1.796 3.287
S -5.733 -1.057 1.740
O -6.847 -1.895 1.311
O -4.710 -0.438 0.850
C -6.421 0.240 2.821
H -7.128 0.091 4.880
H -7.521 -1.187 3.759
H -5.643 -1.786 5.380
H -4.741 -0.329 4.821
H -4.670 -2.879 3.233
H -3.811 -1.334 3.115
H -7.248 0.729 2.307
H -5.747 1.063 3.058
C -3.382 -6.764 -2.614
C -1.797 -6.661 -2.546
C -1.166 -6.119 -3.905
S -2.455 -4.984 -4.511
O -2.428 -5.099 -6.006
O -2.425 -3.681 -3.830
C -3.851 -5.989 -3.861
H -3.789 -6.345 -1.693
H -3.686 -7.804 -2.729
H -1.402 -7.609 -2.180
H -1.694 -5.918 -1.755
H -1.274 -6.953 -4.599
H -0.132 -5.775 -3.892
H -3.980 -6.722 -4.658
H -4.762 -5.394 -3.794
C 2.832 5.126 3.443
C 2.854 3.592 3.499
C 1.296 3.102 3.560
S 0.542 4.172 2.337
O -0.640 4.788 2.915
O 0.356 3.478 1.063
C 2.033 5.392 2.264
H 3.885 5.408 3.439
H 2.339 5.714 4.217
H 3.526 3.275 4.296
H 3.354 3.137 2.644
H 1.024 3.545 4.518
H 1.141 2.034 3.412
H 1.800 6.425 2.006
H 2.518 5.130 1.324
Br 1.240 -4.245 5.761
C 2.876 -5.092 4.974
C 2.443 -5.872 3.675
Br 1.444 -7.488 4.445
H 3.146 -5.792 5.765
H 3.610 -4.322 4.736
H 3.346 -6.201 3.162
H 1.918 -5.266 2.938
Br 9.625 -3.334 2.660
C 9.629 -1.613 1.630
C 8.871 -0.518 2.451
Br 9.498 1.342 1.914
H 9.301 -1.881 0.626
H 10.670 -1.380 1.411
H 8.967 -0.639 3.530
H 7.822 -0.651 2.190
*
```

Atom charges from the Löwdin analysis, given in e for atoms 1 to 5: Ni 0.85; O -0.26; C -0.34; C -0.32; O -0.25

=====

Question: Which value of total energy does entry 2 give?
Answer: -20036.6947 eV

=====

Question: Which value of total energy does entry 1 give?
Answer: -59939.1517 eV

=====

Question: Among the records above, which one has the highest total energy?
Answer: C2H10OSi2

=====

Question: Number 2 is which compound?
Answer: C2H10OSi2